{"formula": "C16H23NO", "method": "ωB97M-V/def2-TZVPD", "e_homo_ev": -8.2837, "relative_energy_kcal_mol": 312.73, "lumo_energy_ev": 0.51, "species": ["O", "N", "C", "C", "C", "C", "C", "C", "C", "C", "C", "C", "C", "C", "C", "C", "C", "C", "H", "H", "H", "H", "H", "H", "H", "H", "H", "H", "H", "H", "H", "H", "H", "H", "H", "H", "H", "H", "H", "H", "H"], "xyz": [[-2.391, 3.090, 1.478], [0.449, 0.419, -1.524], [0.756, 1.757, 0.697], [-3.456, -0.268, 2.716], [1.255, 0.786, -0.398], [-3.037, 0.841, 3.645], [1.933, -1.186, -2.229], [1.199, -2.294, -1.614], [-0.409, 1.650, -1.820], [3.097, -3.833, -1.428], [3.415, -1.700, -2.338], [-1.441, 1.557, -0.639], [-0.845, 1.344, 0.582], [1.524, -3.615, -1.189], [-1.690, 1.247, 3.244], [-1.717, 1.998, 1.778], [1.414, -0.005, -2.538], [3.748, -2.880, -2.167], [2.153, 1.337, -0.613], [0.094, 2.508, -2.018], [0.729, -0.168, -3.398], [-2.724, -1.015, 2.676], [0.971, -4.305, -0.767], [0.082, -1.981, -1.527], [-1.003, 0.287, 0.627], [0.586, 2.691, 0.430], [-3.765, 1.566, 3.501], [-4.428, -0.719, 3.026], [3.221, -4.979, -1.295], [3.887, -0.923, -2.769], [4.996, -3.045, -2.175], [-1.805, 2.623, -0.723], [-0.825, 0.445, 3.007], [1.984, 0.556, -2.787], [1.742, -0.014, 0.152], [-0.851, 1.325, -2.687], [-2.664, 0.418, 4.751], [-2.408, 1.268, -1.151], [-1.214, 1.836, 4.013], [-3.502, -0.055, 1.700], [0.941, 1.435, 1.768]], "atomic_forces_ev_per_a": [[3.1, -5.6, 2.3], [0.4, 2.3, 1.0], [-5.0, -6.8, 1.0], [-1.7, -1.3, 2.0], [2.8, 1.3, 2.9], [2.5, -3.9, 1.9], [6.4, -13.2, 4.1], [-3.7, 1.5, -0.3], [-0.5, -5.6, 2.3], [-7.4, -3.4, 0.6], [-9.3, 9.7, -1.5], [-2.3, 6.6, -8.2], [-0.3, -1.0, 6.1], [9.4, 6.3, -4.1], [3.7, 1.4, -4.0], [-1.6, 4.0, -1.4], [-16.2, -6.9, 2.2], [8.1, -8.4, 3.1], [1.0, 0.3, -1.6], [1.8, 2.8, 0.0], [0.4, 0.1, -0.3], [1.1, -1.6, 0.6], [-2.9, -3.1, 2.0], [1.7, -0.8, 0.1], [0.8, -1.3, 1.5], [0.7, 4.8, -0.7], [-1.0, 1.9, 1.0], [0.7, 0.2, -0.3], [1.2, 2.3, -0.2], [2.9, 2.0, -1.3], [-3.3, 0.1, -0.6], [0.4, -0.1, 0.8], [-2.5, 0.9, 0.8], [12.5, 12.9, -5.1], [-0.7, -0.9, -0.2], [-1.6, -0.2, -2.3], [-2.5, 1.0, -2.3], [1.0, -1.7, 1.7], [0.1, 0.9, -0.1], [-0.5, 1.4, -1.9], [0.6, 1.0, -1.5]]}


{"formula": "C16H23NO4S", "method": "ωB97M-V/def2-TZVPD", "e_homo_ev": -8.0721, "relative_energy_kcal_mol": 411.51, "lumo_energy_ev": 0.45, "species": ["S", "O", "O", "O", "O", "N", "C", "C", "C", "C", "C", "C", "C", "C", "C", "C", "C", "C", "C", "C", "C", "C", "H", "H", "H", "H", "H", "H", "H", "H", "H", "H", "H", "H", "H", "H", "H", "H", "H", "H", "H", "H", "H", "H", "H"], "xyz": [[0.969, 0.417, -0.728], [0.239, 1.420, -1.210], [0.113, -0.804, 2.816], [-0.841, 0.739, 1.894], [0.280, -0.831, -0.053], [2.330, 0.992, 0.126], [-0.440, -0.661, -3.625], [-3.673, -1.599, 1.919], [1.191, 1.272, 2.885], [-1.250, -1.749, -4.139], [2.613, 0.518, 2.563], [1.850, -0.279, -2.087], [1.226, 2.642, 1.769], [-2.421, -0.954, 2.399], [-3.718, -0.180, -0.298], [2.208, 2.277, 0.657], [-2.645, 0.289, 0.262], [-2.020, 0.174, 1.561], [-4.150, -1.458, 0.767], [0.169, 0.249, 2.606], [0.818, -1.115, -2.805], [2.640, 0.095, 1.379], [-4.204, -2.334, 2.722], [2.374, -1.010, 1.088], [1.746, -1.895, -3.729], [-0.765, -0.115, -2.601], [2.567, -0.121, 3.362], [2.112, 0.521, -2.604], [-2.262, -1.226, -4.579], [-2.169, -0.993, 3.280], [-0.628, -2.062, -4.998], [-4.109, -0.212, -1.237], [-1.537, -2.387, -3.259], [1.792, 2.970, -0.338], [-5.059, -1.936, 0.526], [-0.116, 0.152, -4.213], [3.851, -0.231, 0.998], [0.624, -2.219, -2.146], [-2.162, 1.042, -0.168], [1.545, 3.385, 2.242], [3.263, 2.496, 0.638], [3.499, 1.168, 2.947], [0.210, 2.699, 1.499], [1.216, 1.436, 3.792], [2.725, -0.583, -1.877]], "atomic_forces_ev_per_a": [[4.1, -12.2, 5.2], [-5.6, 7.7, -2.9], [1.7, -15.8, 5.1], [-2.1, 5.5, -2.5], [2.5, 4.8, -2.1], [-2.4, -3.3, 2.5], [2.5, 2.6, 7.0], [3.4, -2.0, 8.2], [3.0, 0.4, -11.1], [-2.9, 1.4, -1.1], [-1.2, 8.0, 12.1], [-8.1, 0.2, 0.0], [-1.1, -9.5, -0.8], [-5.1, 4.1, -11.6], [-1.2, -7.0, 6.4], [-1.8, 4.6, -4.5], [2.2, 2.0, 2.2], [-1.4, -7.2, 2.7], [-2.7, 4.3, -8.1], [-1.1, 11.9, -3.8], [3.2, -8.1, -2.7], [5.9, -8.9, -16.1], [1.4, 1.6, -2.1], [-0.8, 2.3, 1.0], [-2.4, 2.2, 2.0], [-1.2, -0.8, -2.6], [0.3, -2.8, 1.3], [0.6, 4.1, -2.8], [2.3, -1.6, 0.9], [2.9, -1.1, 8.9], [-0.8, -1.2, 0.5], [-0.8, 0.6, -2.3], [0.5, -0.1, -1.5], [1.3, -1.6, 2.7], [-0.9, -0.6, -0.5], [0.0, 0.7, -1.3], [-2.6, 1.2, 1.5], [0.1, 3.7, -1.7], [2.1, 3.2, -2.7], [2.5, 6.4, 4.1], [0.3, 1.3, 1.4], [-1.6, -0.3, -1.0], [-0.9, 0.4, -0.9], [0.0, 2.4, 8.9], [5.8, -3.7, 2.1]]}


{"formula": "C16H24AgBO20", "method": "ωB97M-V/def2-TZVPD", "e_homo_ev": -9.9525, "relative_energy_kcal_mol": 53.58, "lumo_energy_ev": 0.03, "species": ["Ag", "O", "O", "O", "O", "O", "O", "O", "O", "O", "O", "O", "O", "O", "O", "O", "O", "O", "O", "O", "O", "C", "C", "C", "C", "C", "C", "C", "C", "C", "C", "C", "C", "C", "C", "C", "C", "B", "H", "H", "H", "H", "H", "H", "H", "H", "H", "H", "H", "H", "H", "H", "H", "H", "H", "H", "H", "H", "H", "H", "H", "H"], "xyz": [[-4.766, -12.043, -12.602], [-4.071, -16.339, -12.603], [-3.742, -9.751, -12.921], [-5.708, -10.323, -16.701], [-6.735, -12.246, -16.619], [-5.941, -11.311, -14.658], [-3.984, -13.417, -10.828], [-7.256, -11.883, -12.030], [-2.198, -12.671, -9.536], [-3.820, -13.658, -8.557], [-3.794, -11.122, -6.763], [-5.813, -10.821, -10.659], [-9.243, -10.642, -10.211], [-4.923, -14.371, -13.470], [-3.315, -8.393, -7.961], [-3.668, -7.437, -13.234], [-5.093, -9.039, -9.251], [-5.530, -11.142, -8.236], [-6.032, -15.944, -12.134], [-7.388, -10.084, -9.153], [-1.819, -8.629, -13.564], [-3.130, -8.733, -13.193], [-6.105, -11.286, -15.868], [-5.001, -14.435, -8.471], [-4.507, -10.540, -7.624], [-5.072, -7.274, -12.801], [-1.113, -9.851, -13.680], [-7.570, -13.231, -16.003], [-1.653, -11.795, -10.485], [-4.981, -15.370, -12.738], [-4.244, -9.191, -8.279], [-2.770, -16.023, -13.054], [-3.402, -13.226, -9.713], [-5.092, -9.173, -16.234], [-6.992, -11.160, -11.071], [-8.035, -10.664, -10.082], [-7.345, -15.575, -12.334], [-5.939, -10.250, -9.314], [-5.679, -13.779, -7.925], [-7.474, -14.498, -12.436], [-1.115, -10.212, -14.709], [-5.319, -6.242, -13.049], [-8.475, -13.386, -16.592], [-2.194, -10.849, -10.515], [-7.941, -12.970, -15.013], [-5.428, -14.680, -9.444], [-5.760, -8.627, -15.568], [-5.825, -7.882, -13.303], [-7.681, -15.940, -13.305], [-1.837, -12.402, -11.371], [-4.117, -9.390, -15.798], [-7.984, -16.009, -11.565], [-4.938, -8.409, -16.996], [-0.578, -11.695, -10.332], [-0.061, -9.641, -13.491], [-4.795, -15.408, -8.025], [-2.629, -16.083, -14.134], [-5.213, -7.290, -11.721], [-7.045, -14.186, -15.967], [-2.306, -15.102, -12.700], [-2.129, -16.856, -12.767], [-1.359, -10.629, -12.958]], "atomic_forces_ev_per_a": [[0.1, -0.1, -0.4], [1.1, 1.4, 0.0], [1.0, 1.4, -0.3], [-0.8, -1.4, -1.1], [0.5, 1.4, 0.5], [-0.2, 0.2, -1.6], [1.7, 0.8, 2.8], [0.9, 1.2, 1.1], [-1.0, -0.2, 2.0], [0.9, -0.1, -0.4], [-2.7, 2.6, -2.9], [0.9, -0.1, -0.3], [1.3, -0.7, -0.1], [-0.1, -1.8, 1.9], [-3.6, -3.1, -1.3], [-0.1, -2.5, 0.4], [-1.0, -0.2, -0.4], [0.9, 0.7, -0.1], [1.3, 0.3, 0.7], [1.2, 1.5, 2.0], [-2.0, -0.1, 0.7], [-0.7, 1.4, -0.3], [-0.5, -0.9, 0.6], [-1.0, 0.0, -0.4], [3.0, -3.5, 3.3], [0.3, 0.9, 0.0], [1.4, -0.5, -0.1], [-0.2, -0.5, 0.5], [-0.5, -1.1, -1.5], [-1.2, -0.6, -1.9], [4.2, 3.2, 2.0], [1.7, -0.9, -0.7], [-0.4, -0.7, -2.4], [0.4, 1.5, 1.1], [-2.1, -2.6, -1.7], [-2.8, 0.8, -1.5], [-1.5, 1.2, -1.3], [-0.7, 0.4, 0.4], [-0.2, -0.6, 0.2], [0.0, 0.2, 0.6], [-0.5, -0.2, 0.0], [0.3, 0.0, -0.3], [0.3, 0.3, -0.5], [0.2, 0.1, 0.0], [0.5, 0.3, 0.1], [0.1, 0.4, -0.2], [0.2, -0.4, 0.7], [0.6, -0.5, -0.1], [-0.1, -0.4, -0.1], [0.4, 0.9, -1.0], [-0.2, 0.0, 0.3], [0.3, 0.2, 0.1], [0.0, -0.8, -0.8], [-0.3, 0.1, 0.3], [0.0, 0.4, 0.1], [0.2, 0.4, 0.5], [-0.8, 0.5, -0.3], [0.5, -0.7, 0.0], [0.1, 0.1, 0.1], [-0.6, 0.1, 0.3], [-0.2, 0.0, 0.6], [-0.6, 0.2, -0.2]]}


{"formula": "C16H24AsN4NaOS", "method": "ωB97M-V/def2-TZVPD", "e_homo_ev": -8.0344, "relative_energy_kcal_mol": 7.99, "lumo_energy_ev": 0.20, "species": ["As", "S", "Na", "O", "N", "N", "N", "N", "C", "C", "C", "C", "C", "C", "C", "C", "C", "C", "C", "C", "C", "C", "C", "C", "H", "H", "H", "H", "H", "H", "H", "H", "H", "H", "H", "H", "H", "H", "H", "H", "H", "H", "H", "H", "H", "H", "H", "H"], "xyz": [[0.007, 0.192, -1.387], [0.542, 4.430, -0.754], [0.356, 2.211, 0.536], [1.626, 3.814, 0.099], [-0.769, 3.764, -0.739], [-0.908, 0.713, 2.129], [0.314, -1.258, 2.663], [1.769, 0.147, 1.542], [-0.859, -2.545, -2.181], [4.143, -0.116, 1.665], [3.967, -1.241, 2.470], [2.696, -1.641, 2.816], [-0.482, -1.670, -0.992], [-2.803, 0.918, -1.589], [-3.308, 0.704, 2.323], [1.618, -0.892, 2.328], [-3.269, -0.619, 2.750], [1.856, 1.218, -3.351], [-2.106, 1.312, 2.037], [-2.057, -1.257, 2.860], [-1.555, 0.732, -2.449], [-0.887, -0.554, 2.532], [1.242, -0.101, -2.883], [3.011, 0.540, 1.227], [-1.998, -2.287, 3.187], [1.091, 1.911, -3.704], [3.093, 1.412, 0.583], [-4.181, -1.148, 2.994], [0.226, -2.156, 3.108], [0.702, -0.590, -3.694], [2.394, 1.717, -2.543], [-3.670, 1.150, -2.211], [2.558, 1.058, -4.171], [-2.666, 1.747, -0.892], [-4.238, 1.243, 2.216], [-0.036, -2.647, -2.889], [-2.091, 2.347, 1.706], [4.823, -1.796, 2.834], [5.126, 0.238, 1.389], [2.018, -0.789, -2.540], [-1.128, -3.550, -1.847], [2.529, -2.502, 3.450], [-3.042, 0.017, -1.018], [-1.717, -2.145, -2.723], [-1.305, -1.627, -0.274], [-1.721, 0.005, -3.245], [-1.282, 1.680, -2.915], [0.371, -2.090, -0.453]], "atomic_forces_ev_per_a": [[-0.2, -0.1, -0.4], [-0.1, 0.1, 0.0], [-0.2, -1.3, 1.0], [0.5, 0.7, -0.3], [0.0, 0.4, -0.2], [-0.2, -0.1, 0.1], [0.0, 0.1, 0.0], [0.5, 0.8, -0.4], [0.0, -0.1, 0.1], [0.0, -0.1, 0.1], [0.1, 0.0, 0.0], [0.0, -0.1, 0.0], [0.0, -0.1, 0.0], [0.0, 0.0, 0.0], [0.0, 0.0, 0.0], [-0.5, 0.0, 0.1], [-0.1, 0.0, 0.0], [0.0, 0.0, 0.0], [0.0, 0.0, 0.0], [0.0, 0.0, 0.0], [-0.1, 0.0, 0.0], [0.3, -0.1, -0.1], [0.1, 0.1, 0.0], [0.0, -0.2, 0.0], [0.0, 0.0, 0.0], [0.0, 0.0, 0.0], [-0.1, 0.0, 0.1], [0.0, 0.0, 0.0], [0.0, 0.0, 0.0], [0.0, 0.0, 0.0], [0.0, 0.0, 0.0], [0.0, 0.0, 0.0], [0.0, 0.0, 0.0], [0.0, 0.0, 0.0], [0.0, 0.0, 0.0], [0.0, 0.0, 0.0], [0.0, 0.0, 0.0], [0.0, 0.0, 0.0], [0.0, 0.0, 0.0], [0.0, 0.0, 0.0], [0.0, 0.0, 0.0], [0.0, 0.0, 0.0], [0.0, 0.0, 0.0], [0.0, 0.0, 0.0], [0.0, 0.0, 0.0], [0.0, 0.0, 0.0], [0.0, 0.0, 0.0], [0.0, 0.0, 0.0]]}


Which formula does entry 2 have? C16H23NO4S